DFT (ωB97M-V/def2-TZVPD) results for a molecular structure, C4H6FN at a distorted geometry.

XYZ file:
```
12
Properties=species:S:1:pos:R:3:nbo_charge:R:1
F 1.961 0.790 -0.058 -0.3554
N -0.107 -1.469 -0.599 -0.3977
C -0.923 -0.115 1.341 -0.6827
C -0.184 -0.447 0.157 0.2630
C 0.802 0.431 -0.701 0.1443
C 0.911 -0.955 -1.464 -0.2601
H 1.812 -1.409 -1.205 0.2068
H -0.629 0.848 1.752 0.2333
H -1.886 -0.046 1.019 0.2393
H 0.592 -0.872 -2.460 0.1930
H -0.685 -1.004 1.982 0.2490
H 0.277 1.305 -1.153 0.1674
```

Its energy above the lowest of the compared OMol25 structures with the same formula, charge and spin is 37.31 kcal/mol. The LUMO energy is 1.0507 eV. The calculation puts the HOMO-LUMO gap at 10.6 eV. As for the net charge: 0.